This record from the Open Molecules 2025 dataset describes the ion C10H17N2 with charge +1. The level of theory is ωB97M-V/def2-TZVPD.

XYZ file:
```
29
Properties=species:S:1:pos:R:3:forces:R:3
C -1.005 1.624 0.094 -0.133 -0.944 -0.012
C -1.969 0.641 0.716 0.197 -1.231 1.197
C -0.641 2.761 -0.458 -0.437 0.619 0.410
C -3.842 -0.978 0.305 0.076 2.312 -1.507
C -3.196 0.157 -0.019 1.038 -0.961 1.567
C 3.784 0.549 0.781 0.850 -0.492 0.734
C -0.043 -1.919 0.498 2.774 -2.602 -1.007
C 0.272 -0.756 -1.767 0.581 -0.260 0.334
C 2.691 0.205 -0.148 -1.227 2.281 -1.168
C 0.377 -0.646 -0.252 -6.222 -0.472 0.369
N -0.645 0.328 0.213 1.455 0.415 -0.580
N 1.529 -0.139 0.346 5.140 -1.281 1.830
H 0.273 2.927 -0.955 1.142 -0.481 -0.549
H -1.163 3.686 -0.390 -0.875 0.229 0.324
H -4.769 -1.208 -0.235 0.539 -0.412 0.438
H -3.417 -1.555 1.089 -0.246 -0.693 0.641
H -3.362 0.859 -0.774 -1.309 0.488 -1.440
H 4.741 0.760 0.315 -0.224 0.298 -0.442
H 3.408 1.437 1.289 0.256 0.347 0.115
H 4.070 -0.171 1.575 -0.800 0.000 -0.427
H 0.033 -1.831 1.568 -0.025 0.371 0.473
H 0.724 -2.770 0.210 -1.378 1.503 0.519
H -1.013 -2.346 0.275 -0.250 0.532 -0.428
H 0.616 0.257 -2.045 -0.242 -0.748 -1.126
H -0.775 -0.982 -2.095 0.842 0.692 0.668
H 0.842 -1.637 -2.122 0.302 0.900 -0.149
H 2.766 0.699 -1.204 -0.349 -1.775 1.609
H -1.949 0.470 1.814 -0.567 0.728 -0.578
H 1.664 -0.423 1.377 -0.908 0.637 -1.817
```
Forces are in eV/Å.

Charge ... +1
HOMO level ... -11.47 eV
LUMO energy ... -4.94 eV
SMILES ... C=C[C@@H]1C(=C)N1C(C)(C)/[NH+]=C/C
Relative energy (zero: lowest compared OMol25 entry of this formula, charge and spin) ... 90.4 kcal/mol

---

This record from the Open Molecules 2025 dataset describes a cluster of 2 separate species, C4H13NO in total. The level of theory is ωB97M-V/def2-TZVPD.

XYZ file:
```
19
Properties=species:S:1:pos:R:3:forces:R:3
C 1.046 -2.326 -0.128 0.257 1.534 -0.209
C -0.028 -1.229 -0.030 -0.920 -0.932 1.631
C 0.799 0.057 0.330 -1.148 0.758 -0.999
N -0.035 1.150 1.019 -1.780 -4.004 1.820
C -1.491 0.786 1.216 0.029 3.855 -1.216
H 1.425 -2.278 -1.139 0.661 -0.181 -0.083
H 1.797 -2.085 0.621 0.501 -0.238 -0.288
H 0.778 -3.325 0.085 -0.987 -0.951 0.117
H -0.635 -1.218 -0.941 0.203 0.465 0.179
H -0.745 -1.485 0.834 1.212 0.257 -1.296
H 1.494 -0.283 1.118 0.341 0.878 -0.730
H 1.223 0.447 -0.681 -0.135 -0.370 2.029
H 0.172 1.282 2.030 1.316 0.993 -1.046
H -1.941 0.619 0.231 -0.307 0.692 0.148
H -1.553 -0.195 1.596 0.217 -0.998 1.354
H -1.959 1.616 1.889 0.583 -1.759 -1.417
H -0.130 3.505 -2.546 -0.509 3.749 1.058
H -0.413 2.174 -2.504 1.047 -0.110 -1.358
O 0.197 2.788 -3.001 -0.581 -3.639 0.306
```
Forces are in eV/Å.

Charge ... +1
Multiplicity ... 2
HOMO level (spin up / spin down) ... -14.73 / -14.73 eV
⟨S²⟩ ... 0.754
LUMO energy (spin up / spin down) ... -3.51 / -8.49 eV
Relative energy (zero: lowest compared OMol25 entry of this formula, charge and spin) ... 53.3 kcal/mol

---

This record from the Open Molecules 2025 dataset describes a structure of composition C40H27MnN7O6S3. The level of theory is ωB97M-V/def2-TZVPD.

XYZ file:
```
84
Properties=species:S:1:pos:R:3:forces:R:3
Mn 0.222 -0.168 -0.147 0.107 -0.689 0.849
O 3.074 -0.557 -3.027 0.150 0.059 -0.069
C 2.245 -0.631 -2.130 0.089 -0.382 -0.119
N 2.012 0.206 -1.107 0.142 -0.222 0.013
C 3.093 0.675 -0.352 -0.043 0.103 -0.188
C 4.222 1.260 -0.919 0.107 0.075 0.044
C 5.291 1.673 -0.128 -0.050 -0.004 -0.077
C 5.220 1.504 1.245 -0.032 -0.002 0.078
C 4.100 0.917 1.824 0.104 0.060 0.034
C 3.013 0.490 1.056 0.008 -0.154 0.055
N 1.817 0.007 1.621 0.295 0.422 -0.655
C 1.840 -0.513 2.839 -0.414 0.064 0.335
O 2.752 -1.084 3.457 0.060 0.084 -0.058
C 0.546 -0.268 3.639 0.167 -0.094 -0.217
C 0.476 -0.744 4.946 -0.130 0.014 0.030
C -0.609 -0.386 5.726 0.043 -0.101 0.019
C -1.596 0.417 5.176 -0.140 0.002 -0.016
C -1.454 0.817 3.857 0.022 -0.074 -0.028
N -0.404 0.498 3.107 -0.075 -0.059 0.010
C 1.518 -1.988 -1.976 0.311 0.101 0.334
C 1.743 -3.029 -2.861 0.006 0.111 -0.211
C 1.448 -4.317 -2.453 0.025 -0.005 -0.091
C 0.998 -4.536 -1.161 -0.087 0.020 0.117
C 0.757 -3.437 -0.354 -0.120 -0.080 -0.265
N 0.969 -2.196 -0.772 0.048 -0.143 -0.052
H 4.249 1.368 -1.995 -0.016 -0.006 -0.008
H 6.166 2.120 -0.586 0.003 -0.002 -0.005
H 6.040 1.821 1.880 0.004 -0.007 -0.001
H 4.072 0.763 2.893 -0.009 -0.016 -0.007
H 1.286 -1.359 5.311 0.016 0.007 -0.011
H -0.689 -0.733 6.751 -0.002 0.010 0.003
H -2.467 0.717 5.746 0.003 -0.007 0.005
H -2.217 1.423 3.373 -0.009 0.006 0.017
H 2.161 -2.808 -3.834 -0.018 -0.007 0.003
H 1.599 -5.149 -3.131 0.020 0.001 0.003
H 0.806 -5.532 -0.786 0.019 -0.012 -0.005
H 0.377 -3.547 0.651 -0.108 -0.013 0.019
O -1.938 -2.795 0.065 0.030 -0.003 -0.020
S -2.830 -1.709 0.375 -0.265 -0.393 0.028
O -4.074 -1.616 -0.355 0.102 -0.026 -0.091
N -1.978 -0.377 0.388 0.100 0.498 -0.056
C -2.596 0.863 0.422 0.078 -0.200 0.034
C -3.953 1.106 0.506 -0.312 0.276 0.032
C -4.474 2.415 0.566 0.056 -0.186 -0.048
C -3.664 3.510 0.549 0.057 0.182 -0.001
C -2.264 3.323 0.462 -0.082 0.046 0.050
C -1.351 4.406 0.474 -0.030 -0.120 -0.001
C -0.010 4.168 0.426 0.036 -0.050 0.071
C 0.435 2.835 0.331 -0.087 -0.017 -0.075
N -0.393 1.824 0.285 -0.319 0.457 0.094
C -1.733 2.019 0.381 0.060 0.229 0.090
C -3.374 -2.067 2.054 -0.064 0.094 -0.025
C -2.648 -2.961 2.825 0.088 0.019 0.080
C -3.133 -3.367 4.061 0.084 0.025 -0.027
C -4.349 -2.889 4.525 -0.020 0.074 0.032
C -5.072 -1.986 3.756 0.036 0.047 0.079
C -4.586 -1.572 2.526 -0.011 -0.009 -0.070
H -4.647 0.281 0.483 0.114 0.148 -0.096
H -5.550 2.536 0.612 0.006 0.009 0.021
H -4.067 4.516 0.591 0.011 -0.004 0.014
H -1.742 5.416 0.535 0.004 -0.007 0.000
H 0.718 4.968 0.466 -0.024 0.013 -0.033
H 1.494 2.598 0.289 -0.030 -0.003 -0.052
H -1.718 -3.354 2.437 0.017 0.012 -0.013
H -2.557 -4.065 4.657 -0.009 -0.007 0.001
H -4.732 -3.216 5.484 -0.001 -0.001 -0.003
H -6.023 -1.608 4.111 0.003 -0.006 0.008
H -5.163 -0.891 1.914 0.011 -0.147 0.080
O 1.706 -2.178 -6.136 0.030 -0.064 -0.103
S 0.762 -1.090 -6.213 -0.039 0.059 0.141
O 0.059 -0.932 -7.464 -0.012 -0.032 -0.061
N -0.270 -1.135 -4.955 -0.211 -0.073 0.045
C -0.160 -0.084 -4.175 0.615 0.292 -0.220
S -1.050 0.254 -2.793 -0.399 -0.147 0.162
C 0.926 0.881 -4.625 -0.262 -0.165 0.145
C 1.344 2.048 -4.012 0.026 0.042 -0.057
C 2.390 2.750 -4.597 -0.038 -0.026 0.016
C 2.996 2.294 -5.767 0.046 0.031 -0.007
C 2.576 1.119 -6.376 -0.043 -0.017 0.082
C 1.540 0.434 -5.771 0.117 0.104 -0.140
H 0.868 2.367 -3.094 0.014 -0.008 0.005
H 2.749 3.659 -4.130 0.013 0.001 -0.002
H 3.815 2.858 -6.198 0.001 0.002 0.003
H 3.046 0.747 -7.277 0.007 -0.009 0.004
```
Forces are in eV/Å.

Charge ... -2
Multiplicity ... 6
HOMO level (spin up / spin down) ... -1.94 / -2.00 eV
⟨S²⟩ ... 8.756
LUMO energy (spin up / spin down) ... 4.05 / 4.05 eV
Relative energy (zero: lowest compared OMol25 entry of this formula, charge and spin) ... 40.3 kcal/mol

---

This record from the Open Molecules 2025 dataset describes an isolated molecule of C5H8OS2. The level of theory is ωB97M-V/def2-TZVPD.

XYZ file:
```
16
Properties=species:S:1:pos:R:3:forces:R:3
C -1.264 -0.543 -2.284 0.212 -0.440 -0.291
C 0.115 0.025 -1.940 -0.380 2.263 -0.162
C 0.428 -0.152 -0.469 0.385 -0.668 0.298
C 0.949 0.831 2.083 -0.597 1.012 -0.030
C 0.059 0.009 2.915 -0.793 -2.602 -0.196
H -1.995 0.000 -1.679 -0.203 -0.391 -0.240
H -1.320 -1.632 -2.146 0.036 0.351 0.494
H -1.465 -0.429 -3.351 -0.093 0.446 0.088
H 0.911 -0.362 -2.592 -0.188 -0.078 0.489
H 0.051 1.164 -2.126 0.223 -1.594 0.064
H 1.887 0.361 1.946 0.859 -0.718 -0.687
H 1.145 1.731 2.622 -0.042 0.995 0.167
H 0.056 -1.096 2.577 -0.166 1.220 0.656
O -0.634 0.400 3.812 0.120 0.303 0.097
S 0.947 -1.598 0.108 -0.046 0.655 -0.381
S 0.129 1.289 0.524 0.674 -0.754 -0.365
```
Forces are in eV/Å.

Charge ... 0
HOMO level ... -8.80 eV
LUMO energy ... -0.45 eV
SMILES ... CCC(=S)SCC=O
Relative energy (zero: lowest compared OMol25 entry of this formula, charge and spin) ... 22.9 kcal/mol

---

This record from the Open Molecules 2025 dataset describes a structure of composition C2H15BBeO6. The level of theory is ωB97M-V/def2-TZVPD.

XYZ file:
```
25
Properties=species:S:1:pos:R:3:forces:R:3
Be 0.005 -0.676 -0.344 -0.544 1.596 0.730
C 2.123 3.181 1.274 -0.846 -0.288 0.553
C 1.442 1.929 0.749 -0.117 -0.235 -3.517
O 0.976 1.947 -0.422 -0.004 1.324 -1.346
O 1.331 0.892 1.365 0.567 -2.459 3.254
H 2.691 2.938 2.172 0.008 0.250 -0.020
H 1.213 3.729 1.522 0.241 0.635 0.457
H 2.682 3.778 0.554 -0.033 -0.402 -0.110
B -2.126 0.506 0.979 0.352 -0.754 0.173
H -1.472 0.242 1.795 2.605 -0.542 3.266
H -1.615 0.941 0.135 2.582 1.555 -3.585
H -2.584 -0.429 0.694 -2.158 -3.909 -1.427
H -2.905 1.214 1.216 -2.974 2.783 1.144
O -1.392 -2.438 -1.235 0.407 0.056 0.292
H -2.293 -2.661 -1.002 -0.472 0.243 0.389
H -1.234 -2.905 -2.056 0.282 -0.045 -0.450
O 1.819 -2.011 -1.425 -0.232 0.131 0.685
H 1.734 -2.708 -2.076 -0.244 -0.558 -0.452
H 2.505 -1.441 -1.771 0.363 0.555 -0.074
O 0.057 -2.360 1.667 0.041 -0.009 -0.328
H 0.820 -2.902 1.867 0.383 -0.029 -0.104
H -0.583 -2.589 2.341 -0.416 0.266 0.154
O -1.061 0.283 -2.449 -0.095 -0.515 -0.090
H -1.497 1.113 -2.256 -0.064 0.339 0.575
H -0.637 0.425 -3.296 0.366 0.013 -0.168
```
Forces are in eV/Å.

Charge ... -1
Multiplicity ... 2
HOMO level (spin up / spin down) ... -1.39 / -4.13 eV
⟨S²⟩ ... 0.751
LUMO energy (spin up / spin down) ... 3.05 / 2.54 eV

---

This record from the Open Molecules 2025 dataset describes a structure of composition C7H6O6Sr. The level of theory is ωB97M-V/def2-TZVPD.

XYZ file:
```
20
Properties=species:S:1:pos:R:3:forces:R:3
O 0.209 4.447 -1.732 0.106 -3.423 -0.104
C 0.248 3.304 -1.738 -0.091 3.255 0.189
Sr 0.407 0.231 -1.059 0.006 1.350 0.656
O 0.212 0.348 -4.974 0.243 0.078 4.088
C 0.280 0.359 -3.828 -0.249 -0.074 -4.574
C 0.291 -2.303 -1.630 -0.229 -5.613 -0.783
O 0.243 -3.442 -1.787 0.180 4.450 0.558
C -2.248 0.342 -1.598 -4.435 0.044 -0.434
O -3.386 0.360 -1.717 3.798 -0.035 0.351
C 3.035 0.335 -1.633 4.532 0.048 -0.414
O 4.174 0.349 -1.742 -3.792 -0.029 0.295
C -0.337 -0.703 3.456 0.079 -0.351 -0.045
C -0.614 -0.734 1.970 -0.126 0.358 0.012
O 0.012 0.429 1.317 0.222 0.378 0.221
H 0.736 -0.802 3.659 -0.189 0.020 -0.063
H -0.844 -1.549 3.923 0.038 0.106 0.060
H -0.707 0.215 3.928 -0.044 -0.145 -0.182
H -0.198 -1.614 1.470 0.117 -0.053 0.226
H -1.675 -0.683 1.718 -0.053 -0.031 0.288
H 0.164 1.111 1.997 -0.111 -0.332 -0.343
```
Forces are in eV/Å.

Charge ... +2
HOMO level ... -18.68 eV
LUMO energy ... -8.42 eV
Relative energy (zero: lowest compared OMol25 entry of this formula, charge and spin) ... 0.0 kcal/mol

---

This record from the Open Molecules 2025 dataset describes a structure of composition C14H24BrN5O6Tb. The level of theory is ωB97M-V/def2-TZVPD.

XYZ file:
```
51
Properties=species:S:1:pos:R:3:forces:R:3
O 2.675 -2.420 -2.178 -1.698 -0.340 1.420
H 2.492 -2.967 -2.953 -0.105 -0.001 0.043
Tb 0.266 -0.333 -0.826 -3.255 -0.053 -0.396
N -1.907 -0.381 0.305 -1.733 -0.327 -1.047
N -1.520 -1.128 -2.038 -2.070 0.095 0.857
N 0.894 0.972 1.035 2.211 2.243 1.617
N 2.546 0.260 -0.873 2.420 2.291 1.649
O -2.031 -0.040 1.579 0.573 0.378 0.634
O 0.016 1.412 1.984 1.018 -0.340 -0.794
O 3.387 0.032 -1.961 -0.317 -0.443 0.501
O -1.133 -1.255 -3.255 0.772 -0.216 -0.279
C -2.839 -1.137 -1.688 1.971 -0.072 -0.966
C -3.061 -0.686 -0.362 2.319 0.606 1.557
C 2.114 1.548 1.074 -3.681 -1.000 1.059
C 3.015 1.154 0.026 -0.091 -2.195 -3.114
C -4.390 -0.495 0.270 -0.197 -0.281 0.164
H -4.531 0.540 0.608 0.182 -0.223 0.071
H -4.483 -1.156 1.142 -0.020 0.274 -0.081
H -5.190 -0.733 -0.431 0.076 0.032 0.128
C -3.893 -1.514 -2.654 -0.220 -0.025 -0.255
H -3.586 -2.418 -3.197 -0.092 0.284 0.012
H -4.055 -0.708 -3.385 0.030 -0.274 0.043
H -4.836 -1.707 -2.134 0.205 -0.017 -0.249
C 2.519 2.537 2.112 0.165 0.128 0.285
C 4.365 1.767 -0.098 0.327 0.249 -0.222
H 1.850 2.543 2.979 0.061 -0.139 -0.380
H 2.545 3.556 1.701 -0.037 -0.222 0.017
H 3.533 2.300 2.454 -0.152 0.107 -0.053
H 4.769 1.553 -1.095 -0.028 0.111 0.406
H 5.055 1.357 0.661 -0.309 0.078 -0.242
H 4.331 2.860 0.061 -0.071 -0.483 -0.054
H -0.839 0.830 1.842 -0.611 -0.252 0.075
H 3.216 -0.941 -2.192 0.111 0.977 0.086
C 1.562 -2.567 -1.184 1.510 -0.903 -0.950
H 0.563 -2.396 -1.665 0.685 -0.488 0.044
H 1.832 -1.886 -0.341 0.084 -0.815 -0.558
H 1.562 -3.579 -0.760 -0.065 0.282 -0.213
O -0.109 -2.168 1.936 0.150 1.346 -0.153
H 0.635 -1.926 2.510 -0.210 -0.319 -0.042
H -0.759 -1.433 2.111 0.074 -0.702 -0.236
Br 1.709 5.045 -3.128 -0.111 -0.084 0.025
C 0.319 3.936 -2.510 0.043 -0.859 0.232
C -0.993 4.399 -2.418 -0.161 -0.647 0.244
C -1.983 3.551 -1.907 0.490 -0.401 0.036
C -1.629 2.261 -1.506 0.502 0.244 -0.364
N -0.364 1.799 -1.648 0.259 1.159 -0.280
C 0.611 2.615 -2.136 -1.301 0.365 0.142
H -1.231 5.396 -2.742 -0.057 0.212 -0.020
H -3.024 3.849 -1.810 0.266 0.147 -0.060
H -2.347 1.562 -1.071 0.249 0.314 -0.215
H 1.611 2.192 -2.212 -0.163 0.203 -0.122
```
Forces are in eV/Å.

Charge ... +1
Multiplicity ... 7
HOMO level (spin up / spin down) ... -9.89 / -9.84 eV
⟨S²⟩ ... 13.053
LUMO energy (spin up / spin down) ... -4.64 / -4.59 eV
Relative energy (zero: lowest compared OMol25 entry of this formula, charge and spin) ... 0.0 kcal/mol

---

This record from the Open Molecules 2025 dataset describes a cluster of 7 separate species, C5H25NO6 in total. The level of theory is ωB97M-V/def2-TZVPD.

XYZ file:
```
37
Properties=species:S:1:pos:R:3:forces:R:3
C 1.296 -0.405 -1.659 -0.054 1.104 -0.908
N 0.776 -1.028 -0.463 -0.028 1.803 2.192
C -0.796 -0.042 2.042 1.728 0.353 2.624
C 0.614 -0.737 2.104 -1.261 0.883 -1.458
C 1.264 -0.271 0.816 0.474 -1.615 -1.819
C 2.770 -0.468 0.930 -0.856 -1.384 0.091
H 0.443 -0.398 -2.368 1.276 -0.306 -0.456
H 2.297 -0.738 -1.974 -0.616 -1.046 -0.633
H 1.629 0.655 -1.620 -0.985 -0.077 1.025
H 0.946 -2.028 -0.517 0.188 0.192 0.509
H -1.390 -0.502 1.297 -0.744 -0.309 -0.398
H -0.678 1.060 1.850 -0.025 -1.237 0.097
H -1.225 -0.106 3.054 -0.511 -0.155 -0.517
H 1.238 -0.324 2.899 -0.255 -0.206 0.292
H 0.620 -1.855 2.140 -0.237 0.878 0.179
H 0.929 0.776 0.601 0.734 -0.737 0.231
H 3.183 -0.403 -0.044 0.954 0.599 -0.741
H 3.207 0.173 1.664 0.565 0.534 0.292
H 2.957 -1.532 1.226 -0.190 0.755 0.043
H -2.653 1.818 -0.585 -0.183 0.060 -0.200
H -1.504 0.889 -0.288 0.241 -0.043 0.017
O -2.107 1.506 0.143 -0.456 -0.056 -0.494
H -1.780 -1.809 -0.190 -0.286 0.629 -0.082
H -3.058 -0.890 -0.479 0.421 0.252 0.228
O -2.669 -1.760 -0.571 -0.043 -1.104 0.002
H 1.315 3.521 2.405 0.134 -0.033 0.136
H 1.092 3.617 0.877 -0.296 0.171 0.666
O 0.700 3.841 1.744 0.543 -0.215 -0.647
H 1.071 -3.642 -2.760 -0.187 -0.041 -0.085
H -0.463 -3.750 -2.497 0.758 0.211 0.108
O 0.332 -3.209 -2.319 -0.663 -0.398 -0.058
H -1.413 -1.607 -2.676 0.076 0.021 0.266
H -2.538 -1.486 -3.686 0.228 0.374 0.267
O -1.916 -0.951 -3.164 -0.262 -0.120 -0.747
H -1.946 3.395 0.438 0.646 0.188 0.497
H -0.919 4.382 1.145 -0.537 -0.514 -0.214
O -1.625 4.307 0.483 -0.288 0.589 -0.306
```
Forces are in eV/Å.

Charge ... 0
HOMO level ... -8.85 eV
LUMO energy ... 0.21 eV
SMILES ... CC[C@@H](C)NC.O.O.O.O.O.O
Relative energy (zero: lowest compared OMol25 entry of this formula, charge and spin) ... 44.4 kcal/mol

---

> Among the records above, which one has the lowest charge?

C40H27MnN7O6S3

---

> Look up the charge of the third one.

-2

---

> Which of these has the lowest charge?

C40H27MnN7O6S3